(1)
8
Properties=species:S:1:pos:R:3 method="wB97M-V/def2-TZVPD" de_lowest_kcal_mol=66.89 homo_ha=-0.37908 spin_multiplicity=1
C -1.41136 0.53808 0.26687
C 1.85969 -1.21624 -0.23651
O -1.60422 1.45613 -0.54616
O 2.80924 -0.52614 -0.30297
F -1.96235 0.88494 1.52562
F 1.85066 -2.47804 -0.58764
F 0.62138 -0.87540 0.08773
H -2.16304 2.21667 -0.20694

---

(2)
59
Properties=species:S:1:pos:R:3 method="wB97M-V/def2-TZVPD" total_charge=+1 de_lowest_kcal_mol=89.90 homo_ha="-0.41395 / -0.41392" spin_multiplicity=2
Ba 0.78140 -0.42906 -1.07269
C -0.14825 -0.61333 2.43922
C -1.28856 -1.07404 1.52587
N -0.79135 -2.02413 0.52608
C -0.41197 -3.33232 1.09167
C 0.98533 -3.78855 0.65319
N 1.95802 -2.71185 0.69814
C 2.40154 -2.24493 2.00372
C 2.30018 -0.71898 2.11969
N 1.01181 -0.21648 1.64079
H 0.12775 -1.42254 3.11605
H -0.51230 0.21620 3.05480
H -1.68687 -0.20690 0.98735
H -2.09289 -1.50190 2.13808
H -1.52669 -2.16546 -0.15743
H -1.11832 -4.10998 0.79280
H -0.44750 -3.27142 2.18087
H 0.94362 -4.14573 -0.37494
H 1.26796 -4.64666 1.28149
H 2.74429 -2.93427 0.10920
H 3.44248 -2.52205 2.19252
H 1.80456 -2.72032 2.78577
H 3.07335 -0.26485 1.49358
H 2.49343 -0.43433 3.16436
H 1.05631 0.79942 1.65874
Br -1.24166 2.81378 -2.75911
C -1.21414 3.40761 -0.98848
C -1.99207 4.48011 -0.61600
C -1.93088 4.96047 0.67933
Br -3.02502 6.41796 1.13014
C -1.04987 4.38570 1.64556
C -0.90763 4.87502 2.95521
C -0.02354 4.27336 3.81245
C 0.71514 3.18327 3.34509
N 0.59034 2.69918 2.12566
C -0.27146 3.26496 1.27762
C -0.35277 2.69113 -0.08053
O 0.27001 1.66549 -0.43534
H -2.64296 4.94829 -1.34047
H -1.48868 5.72962 3.27274
H 0.10535 4.62801 4.82487
H 1.43649 2.68432 3.98293
C -0.96722 -0.32434 -4.57910
C -1.75379 -0.61842 -3.34061
C -3.16514 -1.06786 -3.55861
O -1.28252 -0.51356 -2.21513
H -1.61746 -0.03261 -5.40140
H -0.44799 -1.24283 -4.87200
H -0.20802 0.43373 -4.40398
H -3.74080 -0.22577 -3.95177
H -3.62286 -1.41414 -2.63530
H -3.19444 -1.84990 -4.31905
F 2.88689 -1.14879 -1.33709
As 2.43778 -2.01803 -2.86368
F 3.95015 -1.63613 -3.51727
F 1.76513 -0.42215 -3.26998
F 1.83850 -2.69353 -4.30667
F 0.82011 -2.34464 -2.10778
F 2.95769 -3.50489 -2.20121

---

(3)
30
Properties=species:S:1:pos:R:3 method="wB97M-V/def2-TZVPD" total_charge=-3 homo_ha="-0.01282 / -0.01022" spin_multiplicity=2
In 0.20888 0.92485 -0.01246
N 3.48236 -0.31222 0.52257
O 2.99431 -0.02864 -0.49249
O 4.61724 -0.77778 0.65908
O 2.69639 -0.17591 1.45741
N -3.31933 0.39384 -0.24951
O -2.51358 0.64432 -1.10136
O -4.52050 0.54353 -0.46975
O -2.83173 0.14605 0.87317
P 0.89954 1.68244 -3.88378
F 1.42684 2.89440 -4.90056
F 1.24574 2.60533 -2.60857
F -0.64676 2.15478 -3.77932
F 0.30798 0.39252 -2.94949
F 0.62372 0.76614 -5.23157
F 2.50924 1.17185 -3.90688
P -0.57079 -2.90132 -0.48983
F 0.16980 -2.05675 0.72115
F -0.42988 -1.55022 -1.33175
F 0.81957 -3.53284 -0.98251
F -1.29074 -3.59308 -1.79806
F -0.86288 -4.13098 0.60323
F -1.93142 -2.29178 0.00082
P -0.47219 1.01329 4.22648
F -1.17267 -0.34938 3.62671
F 0.64563 0.03065 4.88454
F 0.58561 1.01858 2.93196
F 0.19801 2.38282 4.88858
F -1.41863 1.98396 3.28789
F -1.44977 0.95155 5.50432

---

(4)
53
Properties=species:S:1:pos:R:3 method="wB97M-V/def2-TZVPD" total_charge=+1 homo_ha="-0.33919 / -0.32984" spin_multiplicity=1
Sn 1.83880 -1.11735 -0.38338
C 6.03039 -1.27761 -2.41709
C 4.89061 -1.62277 -1.69116
N 4.06373 -0.66750 -1.19051
C 4.44088 0.65010 -1.19290
C 5.76615 1.04154 -1.70706
C 6.50197 0.02412 -2.41168
C 6.14601 2.36767 -1.55916
C 5.19648 3.27775 -1.03681
C 3.99658 2.92666 -0.46154
C 3.52267 1.58404 -0.56942
N 2.32073 1.10055 -0.10513
C 1.61318 1.75976 0.89024
C 1.18925 3.09918 0.97525
C 0.62385 3.63196 2.17655
C 0.40896 2.86675 3.25812
C 0.67060 1.47857 3.20996
C 0.42815 0.61993 4.32693
C 0.60462 -0.71407 4.17573
C 1.26869 -1.20449 3.03406
N 1.56633 -0.42931 1.99178
C 1.28393 0.93007 2.05029
H 6.61843 -2.05573 -2.90732
H 4.63294 -2.63333 -1.49733
H 7.39064 0.35637 -2.98043
H 7.14072 2.68885 -1.80962
H 5.39055 4.39549 -1.14369
H 3.41709 3.68350 0.07022
H 1.25391 3.83246 0.08462
H 0.33711 4.71323 2.20012
H -0.27918 3.24320 4.02399
H -0.05360 1.04670 5.23717
H 0.13035 -1.36938 4.86580
H 1.59039 -2.24320 2.93506
S -7.63615 0.71709 0.38089
C -6.02680 0.27423 0.14158
S -4.87806 1.42297 0.71934
C -3.53042 0.48347 -0.02905
N -4.00701 -0.54871 -0.78592
N -5.35418 -0.72673 -0.54566
C -5.92006 -1.90108 -1.18421
C -7.26239 -2.30350 -0.98411
C -7.80656 -3.46117 -1.63179
C -6.94366 -4.18188 -2.50657
C -5.57304 -3.86062 -2.62450
C -5.06041 -2.76380 -1.95870
S -1.95702 0.83601 0.25522
H -7.92093 -1.74244 -0.33806
H -8.86379 -3.72876 -1.52912
H -7.35897 -5.00939 -3.08532
H -4.93836 -4.53775 -3.18265
H -4.01479 -2.51160 -2.10626
F 3.11071 -2.44005 0.55320

---

(5)
83
Properties=species:S:1:pos:R:3 method="wB97M-V/def2-TZVPD" total_charge=-1 de_lowest_kcal_mol=0.00 homo_ha=-0.20352 spin_multiplicity=1
Li 0.36209 2.56971 -0.17295
Cl -1.70668 -1.18008 1.85655
C -2.01224 -2.59427 0.89729
C -2.51639 -3.71555 1.54343
C -2.80298 -4.85822 0.81714
C -2.58848 -4.86622 -0.55489
C -2.08439 -3.73784 -1.18262
C -1.77726 -2.57624 -0.47327
P -1.05253 -1.04495 -1.21344
C -2.54642 0.01192 -1.26814
C -3.83562 -0.44217 -0.99195
C -4.89492 0.45198 -0.93677
C -4.67846 1.80715 -1.14891
C -3.40222 2.26919 -1.43524
C -2.34379 1.37380 -1.49597
C -0.87784 -1.61840 -2.95104
C -1.69149 -1.19517 -3.99511
C -1.47898 -1.66215 -5.28668
C -0.46074 -2.56603 -5.54904
C 0.36449 -2.98825 -4.51321
C 0.16715 -2.50241 -3.23093
H -2.67630 -3.66910 2.61240
H -3.19245 -5.73471 1.31895
H -2.81969 -5.74790 -1.13924
H -1.92967 -3.75692 -2.25322
H -4.01001 -1.49474 -0.80512
H -5.89101 0.09196 -0.70783
H -5.49904 2.50888 -1.06645
H -3.20889 3.32623 -1.55645
H -1.35408 1.74016 -1.73668
H -2.48896 -0.49081 -3.79514
H -2.11552 -1.31695 -6.09222
H -0.30170 -2.93144 -6.55608
H 1.17252 -3.68326 -4.70850
H 0.82718 -2.81778 -2.42905
C -2.67855 2.09501 2.24809
C -1.44390 2.94447 1.98703
C -1.02802 3.71736 3.23364
O -0.35637 2.09501 1.56473
C -1.71386 3.96130 0.83178
O -2.69662 4.69927 0.97020
O -0.88797 3.92948 -0.13537
H -2.50883 1.42297 3.09586
H -2.91442 1.49585 1.36712
H -3.52366 2.74597 2.46644
H -0.80695 3.03472 4.05900
H -1.83782 4.38765 3.52090
H -0.13782 4.31407 3.02678
H -0.16700 1.45066 2.26657
C 3.61545 -1.08220 2.16961
N 2.84026 -0.96416 3.40696
C 2.11875 -2.17013 3.77573
C 2.30363 0.24954 3.75368
S 0.74324 0.36978 4.38161
N 3.08919 1.32284 3.56705
C 2.53827 2.66387 3.59543
C 4.53595 1.25866 3.51647
H 3.10713 -1.78558 1.50569
H 4.62673 -1.45327 2.35990
H 3.65836 -0.12309 1.65541
H 2.76777 -3.02266 3.57373
H 1.18791 -2.26850 3.20992
H 1.86996 -2.16044 4.83438
H 1.59765 2.69589 3.05900
H 3.23848 3.31714 3.07730
H 2.39123 3.01028 4.62291
H 4.87884 0.31084 3.92163
H 4.93227 2.05943 4.14546
H 4.91992 1.38865 2.50106
C 2.13566 -0.01235 -4.52401
N 2.42652 0.34747 -3.14958
C 3.59793 0.01377 -2.54211
C 3.89186 0.43455 -1.30225
C 2.92517 1.27833 -0.59887
O 3.17576 1.74622 0.52354
N 1.74465 1.53842 -1.21714
C 1.47340 1.12916 -2.47053
O 0.43548 1.40082 -3.07457
H 2.88359 -0.72862 -4.86451
H 2.15551 0.86933 -5.16656
H 1.14804 -0.46180 -4.59366
H 4.26688 -0.60336 -3.13005
H 4.82572 0.17799 -0.82496

---

(6)
19
Properties=species:S:1:pos:R:3 method="wB97M-V/def2-TZVPD" smiles="C=C(C)NC.N#CN" de_lowest_kcal_mol=79.35 homo_ha=-0.31231 spin_multiplicity=1
C 1.48810 -0.86541 1.18317
C 0.74598 0.11396 0.64464
C 1.24617 1.53367 0.69094
N -0.06848 -0.12714 -0.62579
C 0.05320 -1.42258 -1.30199
H 2.24462 -0.61202 1.90765
H 1.21788 -1.90374 1.09441
H 1.37940 1.99519 -0.28945
H 2.23790 1.61569 1.13246
H 0.56665 2.17931 1.24528
H 0.11247 0.60948 -1.30541
H 1.08960 -1.68978 -1.51353
H -0.60382 -1.42266 -2.17052
H -0.31802 -2.18634 -0.61994
N -1.97426 -0.98949 1.24795
C -2.00894 -0.29802 0.28054
N -2.48062 0.80130 -0.32968
H -1.91784 1.62703 -0.11931
H -3.01000 1.04153 -1.15142

---

(7)
38
Properties=species:S:1:pos:R:3 method="wB97M-V/def2-TZVPD" smiles="O=C(N[C@@H](Cc1ccccc1)C(=O)O)c1ccc(C(F)(F)F)cc1" homo_ha=-0.35208 spin_multiplicity=1
O -0.34890 -2.94627 0.88660
C -0.24946 -1.80458 0.48596
N -1.31859 -1.01951 0.22140
C -2.67112 -1.49646 0.32344
C -3.50067 -0.64960 1.31551
C -3.54112 0.78444 0.86623
C -4.54948 1.23215 0.02128
C -4.55190 2.53671 -0.44010
C -3.54481 3.41001 -0.06458
C -2.53923 2.97508 0.78141
C -2.53808 1.67022 1.24363
C -3.37201 -1.49795 -1.02842
O -4.47434 -1.92921 -1.21987
O -2.63100 -0.93947 -1.99138
C 1.07647 -1.14139 0.27712
C 2.13230 -1.53066 1.09521
C 3.38407 -0.96452 0.94535
C 3.58314 -0.01293 -0.04546
C 4.92344 0.64313 -0.22314
F 5.29027 0.71806 -1.51387
F 4.92284 1.91215 0.23458
F 5.91401 0.01299 0.41994
C 2.54234 0.36732 -0.88433
C 1.29090 -0.19666 -0.72224
H -1.19583 -0.06924 -0.09080
H -2.61845 -2.53274 0.68044
H -4.50686 -1.06735 1.35480
H -3.04176 -0.72932 2.30176
H -5.33749 0.55397 -0.27234
H -5.34339 2.87336 -1.09314
H -3.54694 4.42759 -0.42546
H -1.75443 3.65270 1.08399
H -1.75715 1.33906 1.91456
H -3.10852 -0.96012 -2.83623
H 1.95355 -2.28462 1.84622
H 4.20188 -1.26150 1.58338
H 2.71926 1.09560 -1.66120
H 0.49538 0.08173 -1.39732

---

(8)
19
Properties=species:S:1:pos:R:3 method="wB97M-V/def2-TZVPD" smiles="C[C@@H](CC=O)NCO" de_lowest_kcal_mol=42.68 homo_ha=-0.32787 spin_multiplicity=1
C -0.66254 0.68534 -1.53179
C -0.20538 0.41583 -0.08601
C -1.47691 0.30496 0.79117
C -1.10350 0.30153 2.25367
O -1.51249 -0.48239 3.07052
N 0.46194 -0.86409 0.03795
C 1.89694 -0.93633 -0.24394
O 2.25964 -0.00524 -1.25270
H 0.09098 1.31831 -2.00814
H -0.62214 -0.26311 -2.06683
H -1.65259 1.12103 -1.58758
H 0.42285 1.20885 0.30733
H -1.98128 -0.59859 0.47026
H -2.16631 1.13850 0.67830
H -0.41036 1.12241 2.54609
H 0.13143 -1.50526 0.74670
H 2.51362 -0.66661 0.60404
H 2.05025 -1.94498 -0.62621
H 1.96585 -0.35016 -2.10284